Below is a single C2H4OS molecule at a distorted geometry, with properties calculated with wB97M-V/def2-TZVPD.

As for the highest occupied orbital energy: -9.07 eV. The lowest unoccupied orbital energy comes out at 0.19 eV. The energy above the lowest of the compared OMol25 structures with the same formula, charge and spin is 125.7 kJ/mol. As for the SMILES: COC=S. The HOMO-LUMO gap comes out at 9.263 eV.

Atoms and positions in Å:
C1 0.63851 -0.03492 -0.89771
O1 -0.60059 0.35207 -0.37115
C2 -0.79541 0.07568 0.98726
S1 -1.90140 0.73263 1.91097
H1 0.68307 0.15280 -2.00013
H2 0.73474 -1.18995 -0.74726
H3 1.39069 0.54354 -0.31300
H4 -0.14962 -0.63185 1.43103